Formula: C5H8O2
Source: the Open Molecules 2025 dataset
Level of theory: ωB97M-V with the def2-TZVPD basis set

Structure (XYZ):
```
15
Properties=species:S:1:pos:R:3:forces:R:3:mulliken_charge:R:1
C -0.02191 -0.35271 -1.09842 0.04 0.03 -0.07 -0.5932
C 0.33385 0.03672 0.32307 0.31 0.19 0.03 0.8299
C 0.74048 1.34652 0.89278 -0.09 0.18 0.02 -0.8538
C 1.63618 0.12692 1.02728 0.13 -0.15 0.03 -0.6400
O -0.75970 -0.69400 0.87268 -0.07 -0.02 0.13 -0.4758
C -1.27253 -0.94922 -0.41905 0.13 -0.31 -0.16 0.1205
O -2.44245 -0.20441 -0.59989 -0.15 0.05 -0.15 -0.4931
H -0.22266 0.47215 -1.78780 0.01 -0.14 0.11 0.2861
H -2.66106 -0.22872 -1.53940 -0.09 0.01 0.09 0.3034
H 0.65398 -1.08094 -1.55502 -0.13 0.08 0.10 0.2466
H 1.03937 2.14363 0.21694 -0.04 -0.15 0.09 0.2569
H 0.20085 1.66919 1.77852 0.10 -0.05 -0.12 0.2213
H 2.54877 0.08369 0.43803 -0.16 0.01 0.08 0.2426
H 1.69505 -0.34587 2.00349 -0.01 0.08 -0.14 0.2404
H -1.46822 -2.02295 -0.55321 0.03 0.18 -0.04 0.3081
```
Forces are in eV/Å.

Summary:
Spin multiplicity: 1
HOMO energy: -9.4 eV
Frontier orbital gap: 10.31 eV



Formula: C5H8O2
Source: the Open Molecules 2025 dataset
Level of theory: ωB97M-V with the def2-TZVPD basis set

Structure (XYZ):
```
15
Properties=species:S:1:pos:R:3:forces:R:3:mulliken_charge:R:1
O -1.42179 1.35001 0.49660 -1.09 -0.40 0.59 -0.4298
C -1.08380 -0.05298 0.73473 -0.20 -0.01 0.14 -0.3477
C -0.66364 -0.75662 -0.57862 -0.04 -0.11 -0.12 -0.3511
C 0.73623 -0.22356 -0.29750 -0.57 0.43 0.18 0.3533
C 1.86025 -0.06957 -1.03294 0.31 -0.06 -0.16 -0.9806
O 0.02389 1.53418 -0.50026 1.39 0.03 -0.89 -0.3391
C 0.39102 -0.10693 1.18368 0.09 -0.02 0.14 -0.4338
H -2.11051 1.37949 -0.18710 0.14 0.02 0.12 0.3821
H -1.86498 -0.48651 1.36636 0.15 0.02 -0.10 0.3456
H -1.14504 -0.44400 -1.50901 0.06 -0.06 0.14 0.3316
H -0.73107 -1.84542 -0.46458 0.04 0.14 0.03 0.2993
H 2.78032 0.28057 -0.57673 -0.15 -0.01 -0.05 0.2726
H 1.86689 -0.28482 -2.09642 -0.05 0.07 0.14 0.2686
H 0.77344 0.75909 1.72488 -0.04 -0.14 -0.06 0.3263
H 0.58880 -1.03294 1.73692 -0.04 0.10 -0.11 0.3027
```
Forces are in eV/Å.

Summary:
Spin multiplicity: 1
HOMO energy (spin up / spin down): -8.2 / -8.1 eV
Frontier orbital gap (spin up / spin down): 8.62 / 7.89 eV



Formula: C5H8O2
Source: the Open Molecules 2025 dataset
Level of theory: ωB97M-V with the def2-TZVPD basis set

Structure (XYZ):
```
15
Properties=species:S:1:pos:R:3:forces:R:3:mulliken_charge:R:1
O 0.35956 -1.28556 -1.36869 0.09 -0.17 -0.19 -0.5139
C -0.30922 -0.06288 -1.63437 -0.18 0.36 0.10 -0.2860
C -1.03755 0.58047 -0.54036 0.03 -0.34 -0.11 -0.7828
C 1.17835 0.77785 0.96734 0.04 0.01 0.09 -1.1006
C -0.00249 0.13887 1.64791 0.08 -0.05 0.30 0.5117
O -0.07451 -0.07900 2.83121 0.01 0.12 -0.56 -0.5373
C -1.15520 -0.25578 0.68731 -0.14 0.03 -0.02 0.0050
H 0.64789 -1.66707 -2.20674 0.00 0.02 0.16 0.2985
H 0.34925 0.65918 -2.14215 -0.15 -0.10 0.07 0.4264
H -1.17384 -0.19990 -2.32103 0.03 -0.01 0.02 0.4140
H 0.78600 1.55113 0.29099 0.13 -0.02 0.09 0.3445
H 1.67619 0.01552 0.35548 -0.05 0.13 0.11 0.2787
H 1.87552 1.22213 1.67746 -0.07 -0.13 -0.02 0.3518
H -1.03626 -1.33802 0.52575 0.02 0.14 0.02 0.2372
H -2.08369 -0.05693 1.22988 0.16 -0.01 -0.06 0.3529
```
Forces are in eV/Å.

Summary:
Spin multiplicity: 1
HOMO energy: -8.8 eV
Frontier orbital gap: 8.68 eV



Formula: C5H8O2S
Source: the Open Molecules 2025 dataset
Level of theory: ωB97M-V with the def2-TZVPD basis set

Structure (XYZ):
```
16
Properties=species:S:1:pos:R:3:forces:R:3:mulliken_charge:R:1
O -1.10985 -1.15900 -1.30539 0.14 0.02 -0.71 -0.5589
C -0.91458 -0.87900 0.04897 -2.24 -0.30 0.60 -0.2271
C -1.22691 0.58580 0.31650 -0.37 0.10 -0.75 -0.5372
O -0.50498 1.43794 -0.56977 -0.50 0.23 -0.34 -0.3976
C 0.79139 1.70604 -0.35984 0.50 -0.62 0.52 -0.2145
C 1.77625 0.82240 -0.11723 -0.86 0.56 -0.78 -0.3591
S 1.74649 -0.90585 -0.47646 0.67 0.34 0.25 -0.1475
C 0.39007 -1.42354 0.52691 -0.27 -0.27 1.94 -0.5633
H -0.36973 -0.73925 -1.78636 -0.39 -0.25 0.16 0.4665
H -1.72977 -1.44271 0.59072 0.71 0.41 -0.41 0.3939
H -1.06214 0.87585 1.34768 0.26 0.05 0.32 0.3982
H -2.28760 0.80843 0.05963 0.71 -0.42 0.20 0.2678
H 0.96567 2.76831 -0.44269 0.35 0.19 0.27 0.3992
H 2.72761 1.25566 0.07098 0.78 0.12 0.07 0.3938
H 0.29272 -2.50442 0.46850 0.34 -0.17 -0.25 0.3360
H 0.51536 -1.20665 1.62785 0.17 0.02 -1.10 0.3497
```
Forces are in eV/Å.

Summary:
Spin multiplicity: 1
HOMO energy: -8.6 eV
Frontier orbital gap: 9.42 eV
Structure (SMILES): O[C@@H]1COC=CSC1



Formula: C5H8O2S
Source: the Open Molecules 2025 dataset
Level of theory: ωB97M-V with the def2-TZVPD basis set

Structure (XYZ):
```
16
Properties=species:S:1:pos:R:3:forces:R:3:mulliken_charge:R:1
C -0.62832 0.95677 -1.15517 0.50 -0.05 -0.40 -0.8037
C 0.58104 1.44526 -1.52414 -1.26 1.54 -0.11 0.5765
O 1.76718 0.80684 -1.70084 -0.98 0.67 -0.26 -0.4467
S 0.72613 3.20428 -1.83945 -0.04 0.42 0.62 -0.2999
H -0.88216 -0.09250 -1.21320 0.59 -0.36 0.49 0.3083
H -1.51101 1.54377 -0.87043 0.79 0.29 -0.67 0.2388
H 1.48584 -0.08238 -1.58765 0.39 -1.98 0.13 0.2841
H 1.33589 3.22057 -3.04049 -0.04 -0.54 0.20 0.1369
C -0.92190 -0.90672 2.28419 -2.93 -2.10 0.86 -0.9095
C 0.19004 -1.42025 1.38776 -2.50 1.03 2.28 -0.5106
C 0.21035 -2.27045 0.43784 0.37 0.30 -0.95 0.6561
O 0.37601 -2.84090 -0.54952 -0.17 -1.27 -1.00 -0.3927
H -0.64920 -1.03263 3.40220 -0.34 0.38 -1.90 0.2908
H -1.94727 -1.58834 2.15831 2.63 1.82 0.25 0.2585
H -1.22334 0.14163 2.06880 0.41 -0.68 0.17 0.2424
H 1.09073 -1.08495 1.74178 2.56 0.54 0.30 0.3707
```
Forces are in eV/Å.

Summary:
Spin multiplicity: 1
HOMO energy: -8.6 eV
Frontier orbital gap: 9.06 eV
Structure (SMILES): C=C(O)S.CC=C=O



Formula: C5H8O3
Source: the Open Molecules 2025 dataset
Level of theory: ωB97M-V with the def2-TZVPD basis set

Structure (XYZ):
```
16
Properties=species:S:1:pos:R:3:forces:R:3:mulliken_charge:R:1
C -2.24914 0.26131 0.74622 -2.96 0.50 1.27 -0.1126
C -3.54626 0.60123 0.89162 2.19 0.62 -1.37 -0.9447
C -1.01064 0.12739 0.53681 -2.12 0.67 -3.12 1.1093
C 2.04739 0.99457 -0.25199 -1.27 0.37 -2.08 -1.0779
C 1.33613 -0.37814 -0.01257 2.31 0.97 1.47 0.3504
O -1.20789 0.15188 -1.47510 1.03 2.15 0.88 -0.7627
O 0.93444 -1.01240 -1.04922 -1.65 -1.32 -2.18 -0.6285
O 0.13935 -0.09454 0.87624 1.38 0.08 1.81 -0.3496
H -3.76190 1.64118 0.52336 -0.28 -1.01 1.01 0.2127
H -4.33957 -0.11095 1.11232 0.22 0.21 -0.09 0.2618
H 2.71925 1.31493 0.46847 0.86 0.32 2.16 0.3842
H 2.69385 1.10650 -1.15121 -0.69 -1.08 0.12 0.3211
H 1.30744 1.80980 -0.41140 0.17 -0.59 0.32 0.2199
H 1.85514 -1.04802 0.72219 0.15 0.70 -0.72 0.2631
H -0.99347 1.14385 -1.73419 -0.47 -3.08 0.96 0.3019
H -0.06560 -0.66152 -1.33591 1.13 0.49 -0.44 0.4516
```
Forces are in eV/Å.

Summary:
Spin multiplicity: 1
HOMO energy (spin up / spin down): -9.0 / -9.0 eV
Frontier orbital gap (spin up / spin down): 8.38 / 8.38 eV



Formula: C5H8O3
Source: the Open Molecules 2025 dataset
Level of theory: ωB97M-V with the def2-TZVPD basis set

Structure (XYZ):
```
16
Properties=species:S:1:pos:R:3:forces:R:3:mulliken_charge:R:1
C -1.45702 2.26947 -0.77969 0.61 0.18 -0.24 -1.1481
C -0.89327 1.01745 -0.18892 0.53 -0.06 0.53 0.0733
C -0.09861 1.03986 0.87353 -0.88 -0.34 1.62 -0.1883
O 0.13625 -0.05277 1.83796 0.04 1.67 -1.36 -0.2961
C 0.68978 -1.15516 1.38208 -0.22 -0.72 -1.89 0.7141
O 0.81333 -2.17149 1.99189 0.21 -0.05 0.47 -0.5356
O 0.99324 -1.01021 0.05304 0.10 -0.23 0.54 -0.3365
C 1.31492 -2.21512 -0.63654 0.46 -0.33 0.30 -0.6640
H -1.10577 2.40410 -1.80867 -0.17 0.04 0.07 0.2824
H -1.15863 3.14601 -0.19973 -0.05 -0.06 -0.07 0.3313
H -2.54430 2.22057 -0.79139 -0.06 -0.03 -0.02 0.3080
H -1.12781 0.08634 -0.67547 -0.30 -0.25 0.14 0.3055
H 0.22231 1.94736 1.36288 -0.04 0.08 -0.04 0.3259
H 1.76933 -1.92615 -1.58941 -0.21 -0.01 0.24 0.2392
H 0.41003 -2.81475 -0.79612 0.23 0.12 0.01 0.2924
H 2.03622 -2.78550 -0.03544 -0.24 0.00 -0.31 0.2965
```
Forces are in eV/Å.

Summary:
Spin multiplicity: 1
HOMO energy: -9.7 eV
Frontier orbital gap: 10.56 eV
Structure (SMILES): C/C=C/OC(=O)OC



Formula: C5H8O3
Source: the Open Molecules 2025 dataset
Level of theory: ωB97M-V with the def2-TZVPD basis set

Structure (XYZ):
```
16
Properties=species:S:1:pos:R:3:forces:R:3:mulliken_charge:R:1
C 1.47720 1.20344 -1.25567 -0.38 -0.05 -0.40 -0.6813
O 0.96131 0.86392 0.02581 0.31 -1.65 1.05 -0.3359
C 1.08028 -0.49190 0.43772 3.87 2.47 -0.69 0.6711
O 1.53549 -1.34390 -0.26879 -1.42 -0.21 0.14 -0.5311
O 1.21306 -0.52313 1.77612 -1.18 -0.30 -0.10 -0.4401
H 2.01584 2.14407 -1.14649 -0.11 -0.01 0.07 0.2574
H 0.63210 1.33429 -1.93429 0.07 0.07 -0.10 0.2434
H 2.14656 0.45788 -1.68642 -0.10 -0.14 0.35 0.3268
H 0.84007 0.28107 2.16312 0.06 0.01 -0.14 0.3677
C -1.73818 0.64860 -0.20873 -0.29 -0.55 0.70 -0.7558
C -1.48062 -0.55096 0.27665 -1.96 1.04 -0.73 0.3787
C -1.60520 -1.77060 0.70809 0.76 -0.52 0.15 -0.5953
H -2.36276 0.78744 -1.07949 -0.18 -0.33 -0.08 0.2743
H -1.48328 1.57092 0.29174 0.65 -0.07 -0.09 0.2773
H -0.94470 -2.56743 0.40048 0.34 0.04 -0.01 0.2963
H -2.28716 -2.04370 1.50014 -0.43 0.20 -0.13 0.2464
```
Forces are in eV/Å.

Summary:
Spin multiplicity: 1
HOMO energy: -9.5 eV
Frontier orbital gap: 10.19 eV
Structure (SMILES): COC(=O)O.C=C=C



no.,strongest force on any atom (eV/Å),M (g mol⁻¹)
1,0.37,100.12
2,1.65,100.12
3,0.57,100.12
4,2.34,132.18
5,3.70,132.18
6,3.83,116.12
7,2.15,116.12
8,4.65,116.12